Density functional theory data (ωB97M-V with the def2-TZVPD basis set) for a cluster of 3 separate species, C24H46Br2F3N2 in total at a distorted geometry.

Atoms and positions in Å:
C (2.742, 0.288, -2.969)
C (4.176, 0.695, -2.285)
C (4.604, -0.607, -1.326)
C (4.131, 1.993, -1.286)
C (3.291, 3.282, -1.845)
N (1.785, 3.156, -1.782)
C (0.698, 3.730, -2.714)
N (-0.715, 3.312, -2.291)
C (-0.418, 2.458, -1.077)
C (-1.464, 1.614, -0.081)
C (-1.090, 0.050, 0.113)
C (-1.437, -1.003, -1.043)
F (-0.150, -1.670, -1.467)
Br (-2.560, -2.517, -0.261)
C (-2.197, -0.515, -2.386)
F (-2.703, -1.780, -3.048)
F (-3.430, 0.300, -2.183)
Br (-0.960, 0.279, -3.803)
C (1.167, 2.330, -0.676)
H (2.202, 1.197, -3.521)
H (1.987, -0.029, -2.106)
H (2.840, -0.650, -3.697)
H (4.980, 0.821, -3.148)
H (4.049, -1.538, -1.818)
H (4.127, -0.513, -0.238)
H (5.761, -0.782, -1.296)
H (3.822, 1.644, -0.191)
H (5.261, 2.360, -1.172)
H (3.658, 3.580, -2.916)
H (3.575, 4.198, -1.134)
H (0.926, 4.409, -3.650)
H (-1.645, 3.526, -2.712)
H (-2.603, 1.844, -0.336)
H (-1.303, 2.130, 0.986)
H (-1.614, -0.315, 1.122)
H (0.078, -0.023, 0.347)
H (1.647, 1.714, 0.201)
C (4.247, -5.526, 3.893)
C (5.418, -4.563, 4.019)
C (5.071, -3.131, 3.603)
C (4.656, -2.955, 2.138)
C (5.681, -3.426, 1.103)
C (6.993, -2.659, 1.165)
H (3.912, -5.621, 2.856)
H (4.541, -6.522, 4.238)
H (3.400, -5.193, 4.502)
H (6.268, -4.937, 3.438)
H (5.745, -4.550, 5.066)
H (5.931, -2.486, 3.818)
H (4.256, -2.765, 4.239)
H (4.440, -1.893, 1.966)
H (3.711, -3.485, 1.961)
H (5.249, -3.296, 0.104)
H (5.876, -4.498, 1.216)
H (6.827, -1.589, 1.015)
H (7.671, -3.010, 0.380)
H (7.498, -2.800, 2.125)
C (-6.796, 0.280, -1.534)
C (-6.228, 1.273, -0.531)
C (-6.811, 1.111, 0.876)
C (-8.321, 1.350, 0.993)
C (-8.807, 2.724, 0.523)
C (-8.231, 3.874, 1.334)
H (-7.872, 0.416, -1.672)
H (-6.317, 0.417, -2.509)
H (-6.614, -0.749, -1.210)
H (-6.382, 2.294, -0.895)
H (-5.143, 1.127, -0.474)
H (-6.281, 1.790, 1.555)
H (-6.594, 0.098, 1.235)
H (-8.612, 1.210, 2.042)
H (-8.857, 0.577, 0.428)
H (-9.900, 2.751, 0.609)
H (-8.578, 2.870, -0.538)
H (-8.481, 3.769, 2.393)
H (-8.642, 4.825, 0.981)
H (-7.142, 3.930, 1.239)

Calculated values
HOMO energy = -12.56 eV
Kohn-Sham gap = 8.460 eV
Net charge = +1
LUMO level = -4.1 eV

Löwdin atomic charge list, values in e, 5 entries:
1. C -0.14
2. C -0.36
3. C -0.11
4. C -0.17
5. C -0.16

***

Density functional theory data (ωB97M-V with the def2-TZVPD basis set) for a cluster of 7 separate species, C24H46N3O27S6 in total at a distorted geometry.

Atoms and positions in Å:
C (-3.148, 0.847, -4.960)
C (-2.952, -0.495, -4.107)
C (-2.852, -1.836, -4.970)
C (-1.828, -1.787, -6.189)
C (-0.328, -2.209, -5.850)
N (0.419, -0.967, -5.399)
N (0.745, -0.218, -6.443)
C (1.396, 0.921, -6.027)
C (1.723, 1.415, -4.644)
N (2.403, 2.692, -4.460)
C (1.310, 0.502, -3.499)
C (1.551, 0.875, -1.988)
O (2.156, -0.167, -1.206)
C (1.604, 0.017, 0.140)
C (0.619, -0.738, -4.055)
C (0.132, -1.769, -2.916)
O (1.051, -2.916, -2.855)
O (1.209, -3.180, -1.507)
H (-3.985, 1.439, -4.446)
H (-2.204, 1.481, -4.799)
H (-3.366, 0.683, -6.064)
H (-2.084, -0.323, -3.394)
H (-3.882, -0.612, -3.440)
H (-3.893, -1.992, -5.434)
H (-2.647, -2.772, -4.360)
H (-2.211, -2.539, -6.970)
H (-1.823, -0.783, -6.748)
H (0.126, -2.539, -6.852)
H (-0.205, -3.099, -5.171)
H (1.739, 1.592, -6.890)
H (2.925, 2.858, -5.345)
H (1.698, 3.453, -4.421)
H (2.128, 1.861, -1.868)
H (0.511, 1.090, -1.540)
H (2.232, -0.487, 0.936)
H (0.520, -0.347, 0.180)
H (1.595, 1.145, 0.341)
H (0.013, -1.282, -1.902)
H (-0.886, -2.223, -3.177)
H (0.406, -3.698, -1.257)
C (3.004, -0.264, 4.217)
C (3.486, 0.966, 4.967)
O (2.765, 2.058, 4.388)
S (1.304, 1.540, 3.922)
O (0.359, 1.869, 4.945)
O (1.114, 1.898, 2.548)
O (1.605, -0.052, 4.004)
H (3.489, -0.347, 3.240)
H (3.169, -1.182, 4.781)
H (4.560, 1.119, 4.869)
H (3.223, 0.912, 6.027)
C (-4.137, -4.685, -1.950)
C (-5.612, -5.048, -1.982)
O (-6.299, -3.825, -1.705)
S (-5.443, -2.588, -2.307)
O (-5.991, -2.244, -3.584)
O (-5.239, -1.626, -1.268)
O (-4.055, -3.390, -2.551)
H (-3.775, -4.613, -0.922)
H (-3.523, -5.399, -2.500)
H (-5.869, -5.809, -1.246)
H (-5.915, -5.387, -2.976)
C (4.140, 2.331, -10.074)
C (5.651, 2.284, -9.918)
O (5.892, 2.635, -8.553)
S (4.664, 2.102, -7.645)
O (5.040, 0.852, -7.062)
O (4.166, 3.201, -6.868)
O (3.620, 1.806, -8.849)
H (3.785, 3.359, -10.182)
H (3.794, 1.737, -10.920)
H (6.159, 2.976, -10.589)
H (6.035, 1.273, -10.081)
C (-2.737, -1.565, 1.627)
C (-1.362, -1.828, 2.220)
O (-1.288, -3.247, 2.366)
S (-2.144, -3.946, 1.182)
O (-1.242, -4.323, 0.132)
O (-3.068, -4.862, 1.773)
O (-2.957, -2.631, 0.700)
H (-3.514, -1.614, 2.394)
H (-2.790, -0.601, 1.119)
H (-1.221, -1.334, 3.180)
H (-0.570, -1.519, 1.534)
C (2.290, 4.312, 8.235)
C (1.730, 3.709, 9.512)
O (2.457, 2.488, 9.692)
S (3.958, 2.675, 9.111)
O (4.829, 2.986, 10.202)
O (4.221, 1.610, 8.189)
O (3.693, 4.034, 8.269)
H (1.868, 3.826, 7.350)
H (2.117, 5.386, 8.175)
H (0.654, 3.514, 9.446)
H (1.931, 4.353, 10.374)
C (-2.707, 0.872, 9.427)
C (-1.946, 0.457, 10.676)
O (-1.131, 1.584, 11.002)
S (-1.902, 2.940, 10.565)
O (-2.556, 3.478, 11.717)
O (-1.020, 3.714, 9.742)
O (-3.023, 2.252, 9.620)
H (-2.078, 0.787, 8.536)
H (-3.616, 0.289, 9.285)
H (-1.332, -0.428, 10.515)
H (-2.627, 0.279, 11.513)

Calculated values
HOMO energy = -12.26 eV
Kohn-Sham gap = 8.435 eV
Net charge = +1
LUMO level = -3.8 eV

Löwdin atomic charge list, values in e, 5 entries:
1. C -0.10
2. C -0.24
3. C -0.21
4. C -0.17
5. C -0.09

***

Density functional theory data (ωB97M-V with the def2-TZVPD basis set) for a cluster of 2 separate species, C24H47BN4O4 in total at a distorted geometry.

Atoms and positions in Å:
C (-6.900, 1.261, -0.647)
C (-6.011, -0.132, -0.491)
C (-5.388, -0.168, 1.025)
C (-4.668, -1.646, 1.297)
N (-3.636, -1.550, 2.398)
C (-2.215, -1.583, 1.883)
C (-2.017, -0.597, 0.578)
N (-1.865, -0.069, -0.615)
B (-1.773, -3.159, 1.608)
O (-2.140, -4.246, 2.558)
C (-0.887, -3.657, 0.275)
C (0.701, -3.854, 0.649)
C (-1.257, -0.995, 3.122)
C (-1.725, 0.602, 3.281)
N (-1.927, 1.881, 3.522)
C (0.322, -1.132, 2.698)
C (1.303, 0.047, 3.277)
C (1.432, 1.369, 2.282)
O (2.838, 1.738, 1.999)
C (3.214, 1.336, 0.632)
C (2.519, 1.970, -0.739)
O (4.219, 0.428, 0.484)
O (-1.643, -1.773, 4.314)
C (-0.798, -1.467, 5.478)
C (-1.700, -1.906, 6.817)
C (-1.015, -1.455, 8.237)
H (-6.873, 1.534, -1.799)
H (-8.033, 1.101, -0.352)
H (-6.491, 2.149, 0.008)
H (-5.089, -0.052, -1.232)
H (-6.687, -1.078, -0.697)
H (-6.212, -0.018, 1.843)
H (-4.550, 0.643, 1.148)
H (-4.306, -2.171, 0.317)
H (-5.546, -2.332, 1.727)
H (-3.854, -2.338, 3.049)
H (-3.148, -4.341, 2.456)
H (-1.305, -4.740, 0.016)
H (-1.082, -2.989, -0.674)
H (0.759, -4.008, 1.831)
H (1.218, -4.758, 0.114)
H (1.266, -2.875, 0.312)
H (0.524, -1.217, 1.548)
H (0.704, -2.156, 3.178)
H (2.400, -0.421, 3.308)
H (1.073, 0.393, 4.371)
H (0.760, 1.288, 1.322)
H (0.986, 2.276, 2.915)
H (1.912, 2.918, -0.373)
H (1.717, 1.172, -1.092)
H (3.304, 2.217, -1.575)
H (-0.551, -0.333, 5.632)
H (0.189, -2.109, 5.549)
H (-2.705, -1.270, 6.716)
H (-2.037, -3.032, 6.786)
H (-1.388, -0.353, 8.498)
H (-1.497, -2.153, 9.074)
H (0.160, -1.514, 8.257)
C (2.720, 0.246, -4.835)
C (3.511, 0.915, -5.954)
N (3.161, 2.322, -6.165)
C (3.689, 2.872, -7.417)
C (5.203, 2.957, -7.567)
C (3.275, 3.203, -5.000)
C (4.632, 3.293, -4.310)
H (1.642, 0.359, -4.990)
H (2.944, -0.826, -4.810)
H (2.976, 0.655, -3.853)
H (3.296, 0.356, -6.872)
H (4.581, 0.791, -5.757)
H (3.261, 3.869, -7.586)
H (3.302, 2.261, -8.243)
H (5.624, 3.765, -6.964)
H (5.457, 3.175, -8.610)
H (5.702, 2.022, -7.301)
H (2.538, 2.881, -4.255)
H (2.951, 4.215, -5.273)
H (5.085, 2.313, -4.143)
H (4.512, 3.763, -3.327)
H (5.334, 3.910, -4.873)

Calculated values
HOMO energy = -8.12 eV
Kohn-Sham gap = 8.066 eV
LUMO level = -0.1 eV
SMILES = CCCCN[C@](C#N)(B(O)CC)[C@](C#N)(CCCOC(C)=O)OCCC.CCN(CC)CC

Löwdin atomic charge list, values in e, 5 entries:
1. C -0.16
2. C -0.26
3. C -0.20
4. C -0.22
5. N -0.03

***

Density functional theory data (ωB97M-V with the def2-TZVPD basis set) for a structure of composition C24H47F13N2O19S4V at a distorted geometry.

Atoms and positions in Å:
V (-3.173, 0.108, -1.135)
C (-4.292, -3.866, -1.357)
F (-5.000, -3.559, -2.403)
F (-4.643, -5.110, -1.054)
F (-2.960, -3.780, -1.564)
S (-4.852, -2.741, 0.139)
O (-6.094, -3.303, 0.734)
O (-3.668, -2.872, 1.052)
N (-4.799, -1.125, -0.762)
S (-6.324, -0.969, -1.277)
O (-6.356, -0.448, -2.625)
O (-7.416, -1.917, -1.094)
C (-7.014, 0.512, -0.147)
F (-8.362, 0.531, -0.221)
F (-6.645, 0.180, 1.138)
F (-6.451, 1.729, -0.336)
C (0.475, 0.557, 1.541)
F (-0.581, 0.907, 2.266)
F (1.232, 1.637, 1.167)
F (1.158, -0.306, 2.267)
S (-0.194, -0.439, -0.075)
O (0.834, -1.092, -0.812)
O (-1.285, -1.297, 0.366)
N (-1.180, 0.770, -0.942)
S (-0.263, 1.691, -1.711)
O (1.194, 1.628, -1.422)
O (-0.592, 1.807, -3.146)
C (-0.655, 3.485, -1.092)
F (0.010, 4.283, -1.886)
F (-2.006, 3.786, -1.208)
F (-0.188, 3.766, 0.133)
C (1.526, -4.865, -0.600)
C (2.096, -4.089, -1.769)
O (0.997, -4.200, -2.640)
C (0.416, -5.385, -2.465)
O (-0.431, -5.876, -3.159)
O (0.932, -5.939, -1.259)
F (3.206, -4.618, -2.339)
H (0.778, -4.248, -0.102)
H (2.184, -5.202, 0.201)
H (2.336, -3.056, -1.520)
C (4.943, -1.405, 1.943)
C (5.866, -0.524, 2.609)
C (5.357, -0.542, 4.082)
O (4.966, -1.917, 4.163)
C (4.724, -2.523, 2.897)
H (5.292, -1.832, 1.003)
H (3.941, -0.999, 1.805)
H (5.872, 0.443, 2.106)
H (6.885, -0.908, 2.643)
H (4.569, 0.207, 4.162)
H (6.115, -0.132, 4.750)
H (3.794, -2.997, 2.584)
H (5.547, -3.198, 2.665)
C (-0.669, 2.964, 4.529)
C (-1.359, 4.180, 5.197)
C (-0.339, 5.277, 4.936)
O (0.924, 4.601, 4.940)
C (0.884, 3.285, 4.382)
H (-1.024, 2.801, 3.511)
H (-0.818, 2.003, 5.023)
H (-1.418, 3.915, 6.252)
H (-2.325, 4.419, 4.752)
H (-0.246, 6.057, 5.691)
H (-0.475, 5.748, 3.962)
H (1.539, 2.618, 4.942)
H (1.242, 3.299, 3.353)
C (5.040, 2.001, -0.841)
C (6.192, 1.195, -1.463)
C (6.128, 1.610, -2.895)
O (4.712, 1.750, -3.128)
C (3.952, 1.975, -1.946)
H (5.259, 3.012, -0.498)
H (4.655, 1.556, 0.077)
H (5.868, 0.192, -1.184)
H (7.110, 1.513, -0.970)
H (6.574, 0.802, -3.475)
H (6.752, 2.445, -3.212)
H (3.368, 1.074, -1.760)
H (3.342, 2.877, -1.885)
C (-1.700, -4.991, 2.184)
O (-0.567, -4.095, 2.275)
H (-1.556, -5.951, 2.680)
H (-2.480, -4.449, 2.718)
H (-2.049, -5.340, 1.212)
H (-0.956, -3.225, 2.166)
C (-5.016, 2.251, -3.077)
O (-4.157, 2.033, -1.973)
H (-4.651, 3.093, -3.666)
H (-5.005, 1.383, -3.735)
H (-6.076, 2.337, -2.837)
H (-4.128, 2.960, -1.723)
C (2.322, 1.772, -4.950)
O (3.618, 1.541, -5.426)
H (1.993, 2.690, -4.464)
H (1.567, 1.414, -5.650)
H (2.182, 1.174, -4.050)
H (4.207, 1.718, -4.689)
C (-1.769, -0.998, -3.590)
O (-2.974, -0.936, -2.969)
H (-1.478, -0.065, -4.075)
H (-0.994, -1.292, -2.883)
H (-1.743, -1.794, -4.334)
H (-3.646, -1.188, -3.607)
C (-3.599, 0.709, 1.809)
O (-3.381, 1.385, 0.606)
H (-4.655, 0.512, 1.994)
H (-3.038, -0.199, 2.033)
H (-3.337, 1.343, 2.657)
H (-3.627, 2.296, 0.783)

Calculated values
Multiplicity = 4
HOMO energy (alpha / beta) = -8.99 / -8.99 eV
Kohn-Sham gap (alpha / beta) = 8.197 / 8.281 eV
⟨S²⟩ = 3.754
LUMO level (alpha / beta) = -0.8 / -0.7 eV

Löwdin atomic charge list, values in e, 5 entries:
1. V 0.87
2. C -0.65
3. F 0.17
4. F 0.16
5. F 0.14

***

Density functional theory data (ωB97M-V with the def2-TZVPD basis set) for a structure of composition C24H47NO6S3 at a distorted geometry.

Atoms and positions in Å:
C (5.762, -1.386, 3.161)
C (6.007, -0.461, 1.916)
C (6.289, -1.258, 0.595)
C (5.309, -2.462, 0.346)
C (3.791, -2.031, 0.383)
C (2.893, -2.854, -0.601)
C (1.360, -2.776, -0.286)
C (0.815, -1.318, -0.065)
N (-0.023, -0.840, -1.210)
C (-1.316, -1.582, -1.148)
C (-2.564, -0.810, -1.703)
C (-3.471, -0.241, -0.524)
C (-4.905, -0.871, -0.706)
C (-5.725, -0.811, 0.655)
C (-5.986, 0.674, 1.089)
C (-7.359, 0.895, 1.844)
C (-7.166, 1.375, 3.341)
C (-0.186, 0.583, -0.996)
S (-0.598, 1.327, 0.454)
S (0.152, 1.615, -2.488)
C (1.296, 2.962, -1.975)
C (0.515, 4.141, -1.298)
C (1.433, 5.275, -0.711)
C (2.172, 4.903, 0.623)
C (3.514, 5.768, 0.613)
O (4.430, 4.951, -0.178)
S (4.199, 3.450, 0.492)
O (4.868, 3.377, 1.823)
O (4.664, 2.331, -0.349)
O (2.577, 3.535, 0.844)
H (5.885, -0.774, 4.088)
H (4.723, -1.794, 3.181)
H (6.471, -2.243, 3.233)
H (5.104, 0.179, 1.790)
H (6.907, 0.167, 2.143)
H (6.132, -0.552, -0.259)
H (7.342, -1.620, 0.520)
H (5.515, -3.336, 1.008)
H (5.497, -2.822, -0.702)
H (3.771, -0.950, 0.081)
H (3.430, -2.088, 1.438)
H (3.190, -3.929, -0.478)
H (3.090, -2.607, -1.674)
H (0.765, -3.311, -1.067)
H (1.199, -3.351, 0.664)
H (1.622, -0.560, 0.081)
H (0.240, -1.328, 0.898)
H (-1.192, -2.485, -1.806)
H (-1.540, -2.006, -0.131)
H (-3.201, -1.590, -2.205)
H (-2.332, -0.053, -2.484)
H (-3.083, -0.585, 0.468)
H (-3.575, 0.867, -0.535)
H (-5.519, -0.298, -1.451)
H (-4.847, -1.936, -1.033)
H (-6.708, -1.321, 0.490)
H (-5.096, -1.365, 1.397)
H (-5.174, 0.992, 1.793)
H (-5.982, 1.367, 0.210)
H (-7.994, -0.024, 1.850)
H (-7.944, 1.685, 1.313)
H (-6.269, 0.894, 3.805)
H (-8.076, 1.143, 3.946)
H (-7.039, 2.487, 3.374)
H (1.736, 3.375, -2.921)
H (2.154, 2.578, -1.382)
H (-0.212, 3.816, -0.523)
H (-0.095, 4.621, -2.108)
H (0.754, 6.131, -0.460)
H (2.172, 5.666, -1.456)
H (1.618, 5.150, 1.562)
H (3.932, 5.863, 1.642)
H (3.307, 6.703, 0.056)
O (-1.257, -5.398, -2.511)
C (-2.548, -5.165, -2.198)
C (-3.309, -4.378, -3.371)
O (-4.469, -3.849, -2.939)
H (-2.719, -4.577, -1.268)
H (-3.181, -6.067, -2.017)
H (-3.377, -5.121, -4.203)
H (-2.565, -3.662, -3.792)

Calculated values
HOMO energy = 1.68 eV
Kohn-Sham gap = 1.408 eV
Net charge = -2
LUMO level = 3.1 eV

Löwdin atomic charge list, values in e, 5 entries:
1. C -0.13
2. C -0.25
3. C -0.23
4. C -0.22
5. C -0.22

***

| no. | M (Da) |
| --- | --- |
| 1 | 579.45 |
| 2 | 1001.03 |
| 3 | 466.48 |
| 4 | 1093.82 |
| 5 | 541.84 |